[1]
ORCA calculation (ωB97M-V with the def2-TZVPD basis set) on a structure of composition C48H33BrClMoN13O5.

```
102
Properties=species:S:1:pos:R:3:forces:R:3
Mo -1.582 -0.377 -0.735 0.1 -0.3 0.5
C -0.726 -6.973 2.592 0.0 0.0 0.0
C -0.772 -5.779 1.679 0.0 0.0 0.0
C -0.086 -5.744 0.469 0.0 0.0 0.0
C -0.076 -4.609 -0.311 0.0 0.0 0.0
C -0.740 -3.416 0.043 -0.2 0.0 -0.1
N -0.586 -2.261 -0.719 0.2 0.3 0.2
C 0.598 -2.245 -1.507 0.0 0.0 0.0
C 1.862 -2.498 -0.964 -0.1 -0.1 0.0
C 3.011 -2.425 -1.726 0.0 0.0 0.0
C 2.968 -2.056 -3.071 0.0 0.0 0.1
C 4.214 -1.934 -3.900 0.0 0.0 0.0
C 1.725 -1.781 -3.616 0.0 0.0 0.0
C 0.568 -1.910 -2.856 0.0 0.0 0.0
N -0.679 -1.696 -3.505 0.0 0.1 0.0
C -0.988 -2.055 -4.764 0.0 0.0 0.0
C -2.285 -1.665 -5.005 0.0 0.0 0.0
C -2.701 -1.078 -3.811 0.0 0.0 0.0
N -1.724 -1.094 -2.907 0.0 0.0 0.0
C -1.569 -3.537 1.171 0.0 0.1 0.0
C -1.516 -4.660 1.996 0.0 0.0 -0.1
N -2.521 -2.538 1.530 -0.1 0.0 0.0
C -3.533 -2.686 2.411 0.0 0.0 0.0
C -4.105 -1.453 2.619 0.0 0.0 0.0
C -3.381 -0.592 1.799 0.0 0.1 0.1
N -2.441 -1.257 1.138 0.2 -0.1 -0.3
H -0.034 -7.723 2.214 0.0 0.0 0.0
H -1.706 -7.444 2.688 0.0 0.0 0.0
H -0.396 -6.693 3.595 0.0 0.0 0.0
H 0.464 -6.615 0.133 0.0 0.0 0.0
H 0.479 -4.631 -1.236 0.0 0.0 0.0
H 1.928 -2.762 0.083 0.0 0.0 0.0
H 3.969 -2.631 -1.262 0.0 0.0 0.0
H 5.100 -2.157 -3.307 0.0 0.0 0.0
H 4.325 -0.919 -4.279 0.0 0.1 0.0
H 4.189 -2.620 -4.750 0.0 0.0 0.0
H 1.647 -1.444 -4.642 0.0 0.0 0.0
H -0.274 -2.583 -5.370 0.0 0.0 0.0
H -2.858 -1.807 -5.903 0.0 0.0 0.0
H -3.667 -0.675 -3.566 0.0 0.0 0.0
H -2.067 -4.648 2.926 0.0 0.0 0.0
H -3.776 -3.649 2.819 0.0 0.0 0.0
H -4.942 -1.216 3.250 0.0 0.0 0.0
H -3.522 0.460 1.618 0.0 0.0 0.0
Br 4.597 6.118 1.739 0.0 -0.1 0.0
C 2.745 6.393 1.467 0.0 0.0 0.0
C 2.035 7.169 2.367 0.0 0.0 0.0
C 0.681 7.376 2.159 0.0 0.0 0.0
C 0.046 6.769 1.087 -0.1 0.1 -0.2
C 0.768 6.011 0.174 0.1 0.1 0.0
C 2.127 5.825 0.361 0.0 0.0 0.0
N -1.349 7.076 0.881 0.0 0.1 0.3
N -2.188 6.181 0.738 0.1 -0.1 -0.3
C -1.817 4.795 0.807 -0.2 0.0 0.1
C -1.138 4.249 1.865 0.0 -0.2 0.1
C -0.859 2.872 1.940 0.0 0.1 0.0
C -1.253 2.029 0.921 0.1 0.1 -0.1
O -1.008 0.739 0.891 -0.2 -0.1 -0.1
C -1.992 2.590 -0.157 0.1 0.0 0.0
N -2.367 1.703 -1.115 0.0 -0.1 0.0
C -3.030 2.136 -2.161 0.0 0.1 0.0
C -3.397 3.486 -2.310 0.0 -0.1 0.0
C -3.039 4.390 -1.351 0.0 0.0 0.0
C -2.299 3.955 -0.227 0.0 0.0 0.0
H 2.536 7.620 3.211 0.0 0.0 0.0
H 0.110 8.003 2.831 0.0 0.0 0.0
H 0.276 5.567 -0.682 0.0 0.0 0.0
H 2.700 5.244 -0.350 0.0 0.0 0.0
H -0.798 4.894 2.666 0.0 0.0 0.0
H -0.315 2.469 2.784 0.0 0.0 0.0
H -3.292 1.407 -2.915 0.0 0.0 0.0
H -3.963 3.782 -3.181 0.0 0.0 0.0
H -3.317 5.433 -1.432 0.0 0.0 0.0
O 4.653 3.033 -1.073 -0.1 0.1 0.0
C 4.321 1.769 -1.402 0.0 0.0 -0.1
O 4.743 1.262 -2.397 0.0 0.0 0.0
C 3.450 1.054 -0.424 0.0 -0.1 0.1
C 3.845 0.456 0.747 0.0 0.0 0.0
Cl 5.373 0.550 1.502 0.0 0.0 0.0
N 2.772 -0.205 1.261 -0.1 0.0 0.0
N 1.699 -0.037 0.479 0.0 0.0 0.0
C 2.086 0.706 -0.532 0.1 0.0 -0.1
C 1.146 1.076 -1.628 -0.2 0.2 0.2
O 1.471 1.886 -2.467 0.0 -0.1 0.0
O -0.018 0.492 -1.572 0.2 -0.1 -0.3
C 2.608 -1.029 2.416 0.0 0.1 0.0
C 3.633 -1.840 2.877 0.0 0.0 0.0
C 3.402 -2.655 3.978 0.0 0.0 0.0
C 2.161 -2.670 4.595 0.0 0.0 0.0
C 1.139 -1.868 4.104 0.0 0.0 0.0
C 1.353 -1.042 3.013 0.0 0.0 0.0
H 4.198 3.290 -0.260 0.1 0.0 0.0
H 4.591 -1.861 2.381 0.0 0.0 0.0
H 4.198 -3.291 4.340 0.0 0.0 0.0
H 1.988 -3.311 5.449 0.0 0.0 0.0
H 0.163 -1.884 4.571 0.0 0.0 0.0
H 0.560 -0.432 2.600 0.0 0.0 0.0
N -7.407 0.567 -2.872 0.0 0.0 0.0
C -6.733 -0.035 -2.152 0.0 0.1 -0.2
N -6.019 -0.756 -1.305 -0.2 -0.3 0.2
C -4.765 -0.707 -1.219 0.2 0.2 0.0
N -3.602 -0.723 -1.079 -0.2 -0.1 -0.1
```
Forces are in eV/Å.

DFT total energy   -164341.6832 eV
Spin multiplicity   3
Net charge   0
HOMO level (spin up / spin down)   -0.272 / -0.282 Eh
⟨S²⟩   2.014
Lowest unoccupied orbital energy (spin up / spin down)   -0.019 / -0.041 hartree
Energy relative to the best compared isomer or geometry (same formula, charge and spin)   7.8 kcal per mole
Kohn-Sham gap (spin up / spin down)   0.2527 / 0.2409 Ha

---

[2]
ORCA calculation (ωB97M-V with the def2-TZVPD basis set) on a structure of composition C48H33F3N3O6SSb2Se4Y.

```
101
Properties=species:S:1:pos:R:3:forces:R:3
Y 1.293 0.188 -0.832 -0.7 0.3 -0.3
O 0.239 2.330 4.833 0.1 -0.1 -0.1
C -0.909 2.664 4.223 -0.1 0.0 -0.1
C -1.930 3.179 5.022 0.0 0.0 0.0
C -3.148 3.520 4.471 0.0 0.0 0.0
C -3.380 3.352 3.109 0.0 0.0 0.0
C -2.373 2.857 2.307 0.0 0.0 0.0
C -1.123 2.519 2.836 0.0 0.0 0.1
C -0.089 1.950 1.959 0.0 0.0 0.1
O -0.316 1.943 0.611 0.1 0.0 0.0
N 0.961 1.405 2.443 -0.1 0.1 0.1
N 1.753 0.716 1.540 0.1 0.1 0.2
C 2.937 0.437 1.967 0.1 0.0 0.0
C 3.847 -0.445 1.287 0.0 0.0 0.0
C 5.220 -0.329 1.567 0.0 0.0 0.0
C 6.143 -1.130 0.945 0.0 0.0 0.0
C 5.692 -2.098 0.034 0.0 0.0 0.0
C 4.356 -2.266 -0.229 0.0 0.0 0.0
C 3.385 -1.438 0.377 0.2 -0.1 0.2
O 2.118 -1.590 0.110 0.4 -0.2 -0.1
H 0.805 1.870 4.168 -0.1 0.0 0.0
H -1.736 3.285 6.082 0.0 0.0 0.0
H -3.930 3.911 5.110 0.0 0.0 0.0
H -4.339 3.603 2.678 0.0 0.0 0.0
H -2.553 2.713 1.248 0.0 0.0 0.0
H 3.294 0.907 2.886 -0.1 -0.1 0.1
H 5.541 0.429 2.274 0.0 0.0 0.0
H 7.200 -1.011 1.141 0.0 0.0 0.0
H 6.412 -2.725 -0.479 0.0 0.0 0.0
H 4.006 -3.002 -0.942 0.0 0.0 0.0
S -1.166 4.947 -1.657 0.0 0.0 0.0
C -0.172 5.421 -0.350 0.0 0.0 0.0
C 0.095 4.381 0.482 0.0 0.0 0.0
C -0.536 3.196 0.031 0.1 0.0 0.0
C -1.257 3.322 -1.111 0.0 0.1 -0.1
C -1.933 2.267 -1.884 0.0 -0.1 0.1
C -1.809 2.198 -3.264 0.0 0.0 0.0
C -2.419 1.151 -3.935 0.0 0.0 0.0
C -3.124 0.214 -3.200 0.0 0.0 0.0
C -3.192 0.368 -1.825 0.0 0.0 0.0
N -2.619 1.371 -1.161 0.0 0.0 0.0
H 0.171 6.438 -0.264 0.0 0.0 0.0
H 0.730 4.439 1.355 0.0 0.0 0.0
H -1.172 2.895 -3.794 0.0 0.0 0.0
H -2.268 1.025 -5.001 0.0 0.0 0.0
H -3.556 -0.655 -3.678 0.0 0.0 0.0
H -3.722 -0.360 -1.217 0.0 0.0 0.0
O 3.808 0.185 -4.077 -0.1 -0.5 -0.3
C 3.344 1.368 -4.498 -0.1 0.2 -0.1
C 3.298 1.681 -5.863 0.0 0.0 0.1
C 2.837 2.909 -6.287 0.0 0.0 0.0
C 2.399 3.864 -5.372 0.0 0.0 0.0
C 2.381 3.540 -4.031 0.0 0.0 0.0
C 2.850 2.306 -3.577 0.0 0.1 0.0
C 2.563 1.930 -2.176 0.2 0.0 0.0
O 3.252 1.069 -1.539 0.1 0.0 -0.1
O 1.503 2.373 -1.627 0.1 0.2 0.0
H 3.548 -0.527 -4.725 0.1 0.2 0.3
H 3.586 0.916 -6.571 0.0 0.0 0.0
H 2.789 3.114 -7.349 0.0 0.0 0.0
H 2.026 4.823 -5.711 0.0 0.0 0.0
H 1.961 4.222 -3.300 0.0 0.0 0.0
Se -0.414 0.220 -6.994 0.0 0.0 0.2
Sb 0.200 -1.625 -5.516 0.2 0.0 -0.1
Se -1.521 -3.328 -5.228 0.0 0.0 0.0
Se 2.480 -2.448 -5.941 0.0 0.2 0.1
Se 0.368 -0.642 -3.106 -0.2 -0.2 -0.1
F -6.822 -1.326 2.881 0.0 0.0 0.0
C -5.571 -1.413 2.363 0.0 0.0 0.0
C -4.978 -2.657 2.273 0.0 0.0 0.0
C -3.695 -2.740 1.750 0.0 0.0 0.0
C -3.022 -1.599 1.322 0.0 -0.1 0.0
C -3.664 -0.368 1.409 0.0 0.0 0.1
C -4.946 -0.262 1.937 0.0 0.0 0.0
Sb -0.988 -1.648 0.662 0.1 -0.1 0.0
C -0.212 -1.911 2.647 0.0 0.0 0.0
C -0.839 -1.301 3.731 0.0 0.0 0.0
C -0.260 -1.301 4.994 0.0 0.0 0.0
C 0.956 -1.929 5.153 0.0 0.0 0.0
F 1.532 -1.938 6.382 0.0 0.0 0.0
C 1.612 -2.550 4.108 0.0 0.0 0.0
C 1.020 -2.531 2.852 0.0 0.0 0.0
C -0.896 -3.658 -0.003 0.0 0.0 0.0
C -0.835 -4.730 0.886 0.0 0.0 0.0
C -0.778 -6.032 0.414 0.0 0.0 0.0
C -0.782 -6.234 -0.954 0.0 0.0 0.0
F -0.725 -7.512 -1.403 0.0 0.0 0.0
C -0.836 -5.201 -1.863 0.0 0.0 0.0
C -0.891 -3.900 -1.376 0.0 0.0 0.0
H -5.517 -3.535 2.605 0.0 0.0 0.0
H -3.221 -3.712 1.670 0.0 0.0 0.0
H -3.175 0.518 1.026 0.0 0.1 0.0
H -5.454 0.691 2.010 0.0 0.0 0.0
H -1.795 -0.804 3.600 0.0 0.0 0.0
H -0.731 -0.813 5.837 0.0 0.0 0.0
H 2.569 -3.026 4.278 0.0 0.0 0.0
H 1.538 -2.988 2.017 0.0 0.0 0.0
H -0.817 -4.555 1.956 0.0 0.0 0.0
H -0.723 -6.882 1.083 0.0 0.0 0.0
H -0.829 -5.372 -2.934 0.0 0.0 0.0
H -0.910 -3.090 -2.100 0.0 0.0 0.0
```
Forces are in eV/Å.

DFT total energy   -361566.4553 eV
Net charge   -2
HOMO level   -0.062 Eh
Lowest unoccupied orbital energy   0.107 hartree
Energy relative to the best compared isomer or geometry (same formula, charge and spin)   45.8 kcal per mole
Kohn-Sham gap   0.1696 Ha

---

Question: DFT total energy of number 2 (C48H33F3N3O6SSb2Se4Y)?
Answer: -361566.4553 eV

---

Question: Number 1 is which compound?
Answer: C48H33BrClMoN13O5

---

Question: What is the formula in the second record?
Answer: C48H33F3N3O6SSb2Se4Y